(1)
The following is a DFT calculation (ωB97M-V/def2-TZVPD) of C5H5NO as an isolated structure.

Output
LUMO level, eV: 0.0393
Highest occupied orbital energy, eV: -10.19
Relative energy (zero: lowest compared OMol25 entry of this formula, charge and spin), kcal per mole: 72.7
Energy, Ha: -323.40389
Frontier orbital gap, eV: 10.23
Net charge: 0
M, g/mol: 95.10

Element x y z (Å)
O  1.615926  -0.951419  -0.177588
C  1.197897  0.209259  -0.158280
C  0.094055  0.551209  -1.143508
C  -0.687126  -0.011886  0.087222
C  0.372027  0.615576  1.050179
C  -0.460111  -1.451508  0.101110
N  -1.007822  -2.457170  0.201855
H  -0.192516  1.590282  -1.289198
H  0.096865  -0.030856  -2.062536
H  -1.761257  0.184742  0.216686
H  0.609210  0.088380  1.971838
H  0.122852  1.663391  1.202220

Cartesian forces (eV/Å) of the 2 atoms listed first:
2.033 1.938 -0.311
-0.628 -1.545 0.128

Atom charges from the Mulliken analysis, given in e for atoms 1 to 6: -0.4821, 0.5239, -0.6253, -0.0782, -0.6254, 0.1477

(2)
The following is a DFT calculation (ωB97M-V/def2-TZVPD) of C4H3O6Rh as an isolated structure.

Output
LUMO level (spin up / spin down), eV: -10.5839 / -11.0043
Highest occupied orbital energy (spin up / spin down), eV: -18.61 / -19.87
Multiplicity: 5
Energy, Ha: -715.20597
Frontier orbital gap (spin up / spin down), eV: 8.02 / 8.86
Net charge: +2
M, g/mol: 249.97

Element x y z (Å)
O  -1.048245  0.955845  0.878252
C  -0.058786  0.714051  0.171716
O  1.087325  -1.265523  -0.660471
C  1.373691  -1.989034  0.402278
C  -0.128230  -0.533780  -0.661704
O  0.607580  -2.028158  1.409899
O  2.464387  -2.626468  0.412553
H  -0.964424  -1.171957  -0.346078
H  -0.304592  -0.225181  -1.701735
Rh  1.935652  -3.124556  2.212834
O  -1.992159  3.231280  -0.458297
C  -0.968726  2.803861  0.212048
O  0.001028  2.333873  -0.488208
H  -2.004501  2.925746  -1.383088

Cartesian forces (eV/Å) of the 2 atoms listed first:
3.642 -2.571 -0.427
-7.306 4.251 1.860

Atom charges from the Mulliken analysis, given in e for atoms 1 to 6: -0.2705, 0.6716, -0.2690, 1.2285, -0.2102, -0.6454